{
  "formula": "C52H136N8O22",
  "method": "wB97M-V/def2-TZVPD",
  "energy_ev": -113076.86602,
  "total_charge": 0,
  "relative_energy_kcal_mol": 0.00,
  "lumo_ev": 0.17,
  "gap_ev": 8.57,
  "smiles": "COCCNCCOC.COCCNCCOC.COCCNCCOC.COCCNCCOC.COCCNCCOC.COCCNCCOC.COCCNCCOC.COCCNCCOC.OCCO.OCCO.O.O",
  "spin_multiplicity": 1,
  "symbols": ["O", "O", "O", "O", "O", "O", "O", "O", "O", "O", "O", "O", "O", "O", "O", "O", "O", "O", "O", "O", "O", "O", "N", "N", "N", "N", "N", "N", "N", "N", "C", "C", "C", "C", "C", "C", "C", "C", "C", "C", "C", "C", "C", "C", "C", "C", "C", "C", "C", "C", "C", "C", "C", "C", "C", "C", "C", "C", "C", "C", "C", "C", "C", "C", "C", "C", "C", "C", "C", "C", "C", "C", "C", "C", "C", "C", "C", "C", "C", "C", "C", "C", "H", "H", "H", "H", "H", "H", "H", "H", "H", "H", "H", "H", "H", "H", "H", "H", "H", "H", "H", "H", "H", "H", "H", "H", "H", "H", "H", "H", "H", "H", "H", "H", "H", "H", "H", "H", "H", "H", "H", "H", "H", "H", "H", "H", "H", "H", "H", "H", "H", "H", "H", "H", "H", "H", "H", "H", "H", "H", "H", "H", "H", "H", "H", "H", "H", "H", "H", "H", "H", "H", "H", "H", "H", "H", "H", "H", "H", "H", "H", "H", "H", "H", "H", "H", "H", "H", "H", "H", "H", "H", "H", "H", "H", "H", "H", "H", "H", "H", "H", "H", "H", "H", "H", "H", "H", "H", "H", "H", "H", "H", "H", "H", "H", "H", "H", "H", "H", "H", "H", "H", "H", "H", "H", "H", "H", "H", "H", "H", "H", "H", "H", "H", "H", "H", "H", "H"],
  "coordinates": [[16.931680, 20.162050, 23.758110], [14.311040, 21.999530, 10.961890], [12.813660, 22.256660, 22.593290], [9.375990, 14.990290, 21.317720], [11.511060, 14.464150, 4.257520], [21.781260, 14.828070, 13.777380], [9.136150, 17.691790, 9.028380], [9.792170, 20.558570, 5.163440], [17.517360, 4.856580, 18.124080], [17.163500, 10.333190, 18.515640], [15.369170, 18.974770, 18.775580], [16.079160, 14.367190, 11.760930], [9.865610, 12.534040, 19.026540], [10.897680, 5.833140, 15.751700], [21.276470, 16.454200, 18.083310], [11.207270, 13.744620, 15.668060], [10.975700, 11.254360, 8.806960], [8.377050, 7.333470, 15.864980], [17.913520, 17.616710, 7.801190], [9.000700, 9.814240, 23.326980], [12.850320, 15.673500, 17.764150], [11.058220, 26.266320, 7.104640], [20.720100, 17.033930, 15.249660], [9.772270, 12.751880, 6.001430], [14.465350, 19.856180, 22.519490], [16.392290, 15.541920, 8.404380], [9.512730, 12.510620, 23.115970], [13.892850, 24.898590, 8.625640], [16.226610, 7.210970, 19.094580], [7.907610, 18.902350, 6.168800], [11.587740, 13.061850, 4.414360], [17.711080, 11.545410, 18.887740], [8.814360, 14.811270, 22.583760], [12.029930, 14.906500, 3.010650], [10.648460, 11.675350, 23.407720], [14.551480, 23.327290, 10.522200], [11.206500, 12.693300, 5.893980], [8.826390, 8.394380, 23.069150], [9.343590, 12.653910, 7.432840], [10.236200, 10.334330, 22.797010], [16.263810, 4.798740, 18.748000], [12.040880, 14.874620, 15.534960], [18.313640, 3.781350, 18.488850], [13.330070, 25.107410, 7.281310], [9.265940, 18.321820, 5.866560], [14.743470, 21.706780, 12.302800], [16.514800, 17.911250, 7.709410], [15.556320, 6.070330, 18.398400], [16.552340, 18.824180, 23.399880], [11.721340, 25.086070, 7.151300], [10.671500, 7.194980, 15.516710], [20.714510, 17.751810, 17.603520], [15.577010, 8.485920, 18.684970], [20.012190, 16.403120, 14.111320], [15.812740, 15.536040, 9.816550], [13.018630, 19.832650, 22.666860], [9.945610, 20.381350, 3.774620], [15.019830, 18.761180, 23.343750], [11.072110, 27.050920, 8.293770], [7.796390, 18.100410, 8.665740], [10.294750, 19.464680, 5.907890], [13.173880, 15.004020, 16.548240], [7.728990, 19.281640, 7.595660], [9.704980, 11.313300, 8.142560], [8.576140, 15.782610, 20.506400], [22.296120, 16.542540, 19.073710], [16.093270, 14.200930, 10.378580], [9.637860, 13.914690, 23.544380], [9.678390, 18.542920, 10.088130], [19.808010, 17.454080, 16.311770], [15.759010, 16.584510, 7.508540], [11.058990, 12.173760, 9.917640], [12.456440, 23.448100, 21.909520], [14.028440, 23.469310, 9.074530], [18.326970, 20.312110, 23.535770], [18.691180, 18.773050, 7.935670], [9.614110, 7.655670, 16.423550], [21.014000, 15.815110, 13.122960], [22.635110, 14.156820, 12.857620], [16.148610, 9.742480, 19.323850], [12.353410, 21.022550, 22.011410], [16.292150, 13.210480, 12.541880], [14.613600, 18.897860, 24.345950], [19.262750, 3.773490, 17.952920], [13.888260, 23.973900, 11.096770], [18.465630, 11.910800, 18.191140], [17.855560, 2.857180, 18.136450], [17.024990, 18.114810, 24.079210], [10.223750, 12.191160, 10.617750], [9.020530, 18.369200, 10.939680], [18.464780, 19.354300, 8.829540], [7.119190, 17.304700, 8.355340], [23.342800, 13.484650, 13.342870], [11.484700, 12.075160, 22.834180], [16.839580, 18.567560, 22.380200], [15.821770, 21.821890, 12.412850], [15.642010, 8.603810, 17.603320], [8.288040, 12.924980, 7.453650], [12.594910, 12.675620, 4.257750], [12.019500, 27.553670, 8.488180], [12.555480, 18.933340, 22.260860], [21.378500, 16.365480, 15.623540], [8.943960, 12.393400, 18.809720], [11.561890, 7.725800, 15.853680], [12.473650, 14.821280, 14.535980], [18.569990, 19.395030, 7.048780], [11.265480, 20.985440, 21.955520], [15.381450, 13.422060, 10.105130], [8.307760, 6.383840, 15.987450], [13.660040, 24.317470, 6.606600], [17.307020, 12.889490, 12.307130], [16.139020, 18.362170, 8.627860], [18.612790, 21.258820, 23.994200], [19.280690, 15.663890, 14.437740], [10.640390, 18.316090, 10.547700], [16.304970, 9.506520, 20.376450], [8.705990, 15.724510, 23.168860], [11.585540, 24.619690, 6.175520], [15.383140, 10.517830, 19.355280], [15.570810, 23.696600, 10.634720], [18.475170, 20.440830, 22.463590], [10.341580, 7.393980, 14.497080], [9.851020, 12.898890, 19.911360], [9.666880, 8.730220, 16.598630], [10.153850, 10.470060, 21.718630], [14.500780, 8.389970, 18.828630], [13.621460, 14.048750, 16.822530], [10.871150, 26.483360, 9.202390], [14.763240, 18.268280, 18.552090], [22.264670, 13.590880, 12.002880], [15.684520, 3.926410, 18.445410], [20.469300, 15.387910, 12.281000], [9.605120, 17.545880, 6.552840], [12.716740, 23.520870, 20.853570], [11.563530, 11.709730, 6.199270], [8.385950, 20.127440, 7.798470], [7.293400, 18.444050, 9.569630], [14.691340, 16.670340, 7.710570], [10.677990, 14.238500, 23.507490], [9.607750, 10.395100, 7.563280], [10.331720, 27.849270, 8.344470], [11.156500, 13.549120, 16.606570], [10.973200, 20.266620, 3.429660], [10.539970, 19.745130, 6.932250], [6.734430, 19.704940, 7.736290], [13.988510, 15.534140, 16.054830], [8.935140, 11.124690, 8.890790], [14.802940, 22.960810, 8.500370], [11.692930, 14.348580, 2.137010], [17.254010, 16.062980, 8.482000], [11.243570, 24.453930, 7.899800], [21.979170, 17.023440, 19.999120], [15.917660, 16.151190, 6.521040], [16.904120, 12.273030, 18.974200], [19.760270, 18.560950, 7.947740], [7.834230, 14.340140, 22.509510], [8.375940, 8.297210, 22.081340], [11.560020, 13.467440, 6.575030], [18.976750, 19.521460, 23.910940], [11.051340, 5.375050, 14.922150], [10.782560, 11.584210, 24.485590], [11.492630, 15.816280, 15.506710], [20.150180, 18.370470, 18.301300], [13.692260, 26.044730, 6.859000], [15.385420, 6.202120, 17.329980], [11.997500, 11.951390, 10.425430], [9.155360, 14.150530, 24.492890], [9.657760, 7.746500, 23.346910], [18.501320, 3.585770, 19.544610], [8.533840, 16.818930, 20.841610], [11.302060, 19.184810, 5.599500], [8.955800, 15.858580, 19.487490], [9.465180, 19.469360, 3.420280], [19.413130, 17.203910, 13.677770], [9.406610, 21.161440, 3.237000], [15.217430, 19.135440, 19.706920], [11.152150, 13.172340, 9.490720], [19.194030, 16.600490, 16.599050], [21.486700, 18.477640, 17.348610], [16.230350, 13.486860, 13.594450], [16.346150, 4.670080, 19.827240], [22.592280, 15.571130, 19.469630], [16.312370, 16.291390, 10.423110], [9.501860, 13.674490, 5.691940], [14.415850, 20.670830, 12.389840], [8.158800, 8.090750, 23.875530], [14.786750, 20.789170, 22.734740], [13.081890, 22.931310, 9.022620], [12.385740, 15.100350, 18.378360], [11.368160, 23.505550, 21.888420], [17.212690, 7.285670, 18.889210], [17.097900, 13.848960, 10.144190], [19.121790, 18.256560, 16.041170], [7.533690, 15.475920, 20.420640], [10.999780, 12.597120, 3.622900], [10.958100, 9.537300, 22.975010], [12.710600, 21.098700, 20.984420], [13.181400, 25.089480, 9.316650], [12.692700, 19.856710, 23.706710], [23.233330, 14.895210, 12.323740], [14.262480, 22.427680, 12.963900], [12.849810, 24.354530, 22.369690], [9.743170, 13.602760, 7.790800], [14.560640, 5.880300, 18.799160], [14.724030, 15.543110, 9.764050], [9.581390, 7.251990, 17.435510], [18.138300, 11.360610, 19.873350], [9.408760, 17.950000, 4.851950], [13.115270, 14.873120, 3.105690], [8.749310, 12.008880, 23.546720], [23.118450, 17.163030, 18.717550], [14.737220, 17.752770, 23.041510], [7.966940, 19.771230, 5.657310], [9.668390, 19.591930, 9.792160], [15.530680, 12.432020, 12.494290], [21.693340, 16.598520, 12.786980], [11.560340, 15.878750, 2.861260], [16.288130, 18.536730, 6.845990]],
  "forces_ev_per_angstrom": [[0.5, -1.4, 0.0], [0.8, 0.2, -0.4], [0.4, 0.0, 0.5], [0.5, -0.5, 0.0], [-0.3, -0.3, -0.2], [0.1, -1.3, -0.6], [0.3, 0.3, 0.2], [0.7, 0.5, 0.0], [0.6, 0.1, 0.5], [0.3, -2.4, -1.1], [0.2, 0.1, -0.2], [-1.1, 0.2, 1.8], [0.3, 0.0, -0.4], [-0.1, -1.3, -0.2], [-0.9, 1.5, -0.2], [0.0, 0.1, 0.3], [-0.7, 0.4, 0.4], [-1.4, -0.1, -0.3], [-0.5, 0.2, 0.0], [0.9, -0.2, 0.0], [0.0, 0.6, -0.2], [-1.0, 2.8, 0.4], [-0.6, 0.2, -0.9], [-1.2, -1.3, 0.4], [-0.7, -1.6, -0.7], [-1.6, 1.3, 0.7], [0.1, 1.0, 0.2], [-0.1, -1.4, 1.2], [-1.6, 0.5, -0.4], [0.8, -1.5, 0.3], [0.6, -0.4, 1.3], [-0.5, 0.0, 1.4], [0.3, -0.7, 1.4], [-0.6, 0.2, 0.7], [-1.2, -0.9, -0.7], [-1.7, 0.6, -0.1], [-0.6, 0.7, -1.6], [-0.8, 1.4, 1.4], [0.4, 0.6, -1.7], [0.4, -1.1, 0.1], [0.0, 0.1, -0.4], [0.6, 0.2, -0.4], [0.5, -1.7, -0.8], [-1.6, -0.4, 0.4], [0.6, 1.1, 0.4], [-0.5, 0.5, -1.5], [-0.6, -0.8, -0.5], [0.2, 0.3, 1.4], [-1.1, 0.8, -0.5], [2.2, -1.5, -0.3], [1.2, 0.4, 0.9], [-0.4, -0.5, -1.1], [0.5, -0.5, -0.7], [0.6, 0.8, 0.7], [0.5, -0.3, -2.5], [-0.7, 0.9, 0.1], [-0.6, -0.6, -0.6], [0.8, 1.3, 1.1], [0.3, 0.0, 0.6], [0.6, 1.9, -0.4], [0.3, -0.4, 0.7], [0.1, -0.4, 0.1], [0.1, -0.9, 0.2], [-0.3, 0.7, 0.9], [-0.5, 1.2, -0.9], [-0.5, 0.9, 0.3], [1.2, -1.3, 1.1], [-1.2, -0.2, -1.8], [-1.6, -0.4, 0.1], [2.0, -1.1, 1.7], [0.9, -1.3, 0.7], [0.8, 0.1, -1.3], [-1.1, -0.4, -0.3], [1.5, -0.3, -0.5], [-0.4, 1.3, -0.4], [0.5, 0.6, -0.5], [-1.2, 0.9, 0.9], [-0.5, 0.4, 0.5], [1.2, 0.6, -0.3], [-1.1, 0.9, -0.4], [1.0, 1.4, -1.3], [0.3, 0.7, 0.2], [0.0, -0.2, 0.5], [0.1, 0.6, 0.1], [0.1, 0.4, 0.6], [-0.1, -0.4, -0.1], [-0.4, -0.4, -0.1], [-0.3, -0.2, 0.2], [-0.2, -0.5, -0.1], [-0.4, 0.5, 0.2], [-0.3, 0.0, 0.1], [0.8, -0.6, -0.5], [-0.3, 0.2, 0.5], [0.4, -0.2, 0.5], [0.7, 0.2, -0.2], [0.1, -0.2, 0.0], [0.2, 0.2, -0.4], [-0.3, -0.9, 0.0], [0.5, 0.3, -0.1], [0.4, -0.1, -0.3], [0.3, -0.2, -0.3], [0.0, -0.1, 0.2], [-0.2, -0.1, -0.1], [0.5, 0.3, -0.8], [0.2, -0.3, -0.1], [-0.2, 0.4, 0.0], [-0.2, -0.2, 0.4], [-0.2, 0.0, -0.4], [-0.3, -0.1, -0.2], [0.3, -0.1, 0.2], [0.0, -0.8, 0.2], [0.2, 0.4, 0.1], [0.1, -0.1, 0.1], [0.0, -0.5, 0.1], [0.4, -0.7, -1.2], [1.2, 0.2, 0.2], [-0.1, 0.7, -0.5], [-0.4, 0.0, 0.0], [-0.6, 0.0, 0.1], [0.2, -0.3, 0.0], [0.3, -0.2, -0.2], [0.4, 0.2, 0.0], [0.0, 0.2, 0.5], [-0.1, 0.2, -0.5], [-0.1, 0.0, -0.2], [0.0, 0.1, 0.6], [-0.2, -0.4, -0.3], [0.0, -0.7, 0.0], [-0.2, -0.2, -0.1], [-1.4, -0.2, 0.3], [-0.1, -0.2, -0.6], [0.0, -0.1, -0.2], [-0.5, 0.0, 0.1], [0.6, -0.6, -0.2], [0.2, 0.1, -0.2], [0.4, -0.1, 0.7], [0.1, 0.4, 0.2], [0.0, 0.2, -0.1], [0.0, -0.1, 0.3], [0.4, 0.5, -0.8], [-0.3, -0.2, -0.9], [-0.3, -0.2, 0.2], [0.3, 0.5, 0.3], [-0.7, 0.7, 0.2], [-0.2, -0.1, -0.4], [-0.1, 0.5, 0.2], [-0.2, 0.3, 0.4], [-0.3, -0.1, -0.6], [0.0, -0.7, 0.1], [0.9, -1.2, 0.5], [0.3, -0.5, 0.4], [-0.6, 0.5, 0.0], [-0.2, 0.5, -0.3], [0.0, 0.5, 0.1], [-0.1, -0.6, 0.2], [-0.3, 0.0, -0.2], [0.3, -0.6, 0.0], [1.1, 0.0, 0.0], [-0.3, -0.3, 0.2], [0.1, 0.0, 0.0], [0.7, 0.0, 0.1], [-0.4, 0.1, 0.4], [-0.4, -0.9, 0.8], [0.0, 0.1, 0.1], [0.5, 0.0, -0.3], [-0.2, -0.1, 0.1], [0.4, -0.3, 0.5], [0.8, 0.4, -0.9], [-0.1, 0.7, 0.4], [0.1, 0.2, 0.4], [0.0, -0.4, -0.8], [0.4, -0.5, 0.1], [-0.2, -0.3, 0.2], [0.1, 0.0, -0.5], [0.4, 0.3, 0.3], [-0.1, 0.2, 0.4], [0.0, 0.3, 0.2], [-0.4, -0.1, 0.2], [0.7, -0.5, -0.4], [0.3, 0.4, 0.0], [0.3, 0.4, 0.3], [0.1, -0.3, -0.9], [-0.6, 0.1, 0.3], [-0.2, 0.1, -0.2], [0.2, 0.2, 0.8], [-0.8, 0.0, -0.4], [0.4, -0.2, 0.5], [-0.1, -0.2, -0.1], [0.0, -0.2, -0.1], [-0.3, 0.3, 0.2], [0.1, -0.4, -0.3], [0.2, -0.1, -0.6], [0.4, 0.3, -0.1], [-0.1, -0.5, 0.2], [-0.6, -0.3, 0.4], [0.5, 0.2, 0.0], [-0.1, -0.4, -0.5], [-0.3, 1.5, -0.1], [0.2, -0.1, 0.6], [0.4, 0.4, 0.2], [-0.2, -0.3, 0.4], [0.1, -0.5, 0.5], [0.7, -0.4, 1.6], [-0.3, 0.7, 0.3], [0.0, 1.1, 0.0], [1.0, -0.4, 0.1], [0.4, 0.7, 0.2], [-1.1, -0.4, 0.0], [0.1, 0.4, -0.5], [-0.6, 0.6, 0.0], [0.4, -0.4, -0.2], [-0.3, 0.2, -0.6], [-0.5, 0.2, -0.1], [0.0, 0.0, 0.0], [0.0, -0.2, -0.9], [0.0, 0.2, -0.3], [0.7, 0.4, 0.1], [0.2, 0.4, 0.0]]
}